*A*
Molecular formula: C5H29NO11
Method: DFT, ωB97M-V with the def2-TZVPD basis set

```
46
Properties=species:S:1:pos:R:3:lowdin_charge:R:1
C -3.171 1.140 1.537 -0.0420
C -1.962 0.833 0.588 -0.3600
C -2.130 1.435 -0.774 -0.1430
C -0.870 1.494 -1.579 -0.2410
O -0.480 0.156 -1.964 -0.1185
N -0.816 1.516 1.219 0.0625
C 0.259 0.718 1.561 -0.2747
O 1.253 1.380 1.881 -0.0213
H -3.360 2.208 1.517 0.0715
H -2.818 0.923 2.560 0.0773
H -4.053 0.518 1.347 0.0783
H -1.771 -0.260 0.605 0.1329
H -2.297 2.520 -0.722 0.1297
H -2.925 0.889 -1.333 0.1419
H -0.859 2.123 -2.486 0.1270
H -0.002 1.987 -1.162 0.0923
H 0.408 0.241 -2.339 0.0059
H -0.882 2.512 1.375 0.1559
H 0.058 -0.347 1.510 0.1142
O 2.091 -1.431 3.444 -0.0562
H 1.187 -1.097 3.467 0.0223
H 1.942 -2.376 3.319 0.0538
O 1.540 3.773 -0.076 -0.0670
H 2.462 3.663 -0.343 0.0412
H 1.709 3.636 0.871 0.0307
O 1.111 -2.411 -1.994 -0.0721
H 1.216 -2.556 -2.934 0.0566
H 1.434 -1.523 -1.690 -0.0051
O 2.102 -0.227 -0.961 -0.0652
H 2.732 -0.256 -0.205 0.0530
H 1.213 -0.038 -0.640 0.0332
O 3.309 -0.426 1.484 -0.0942
H 2.786 0.308 1.856 0.0096
H 2.754 -1.196 1.755 0.0384
O -0.448 -2.431 2.781 -0.0598
H -1.227 -2.219 3.296 0.0488
H -0.595 -2.624 1.838 0.0016
O -0.590 -2.447 0.064 -0.0791
H -1.439 -2.895 -0.015 0.0580
H -0.349 -2.286 -0.859 -0.0099
O 1.713 0.284 -3.465 -0.0555
H 2.356 -0.105 -2.817 0.0594
H 1.879 1.200 -3.693 0.0658
O -1.707 -2.344 -2.385 -0.0764
H -1.841 -1.377 -2.551 0.0524
H -0.922 -2.585 -2.889 0.0268
```

Computed properties:
structure (SMILES)	C[C@@H](CCO)NC=O.O.O.O.O.O.O.O.O.O
molar mass	279.28	g mol⁻¹
HOMO-LUMO gap	10.20	eV
LUMO energy	0.35	eV
HOMO level	-9.8	eV



*B*
Molecular formula: C5H29NO11
Method: DFT, ωB97M-V with the def2-TZVPD basis set

```
46
Properties=species:S:1:pos:R:3:lowdin_charge:R:1
C -0.020 -1.033 2.141 0.0462
C -0.176 -0.004 1.086 -0.4581
O 0.772 0.771 0.795 -0.0762
N -1.377 0.197 0.529 0.1523
C -1.599 1.260 -0.477 -0.2992
C -1.876 2.569 0.262 -0.0335
C -2.817 0.891 -1.342 -0.2259
O -2.630 -0.275 -2.094 -0.0753
H 0.995 -1.108 2.476 0.0832
H -0.248 -2.056 1.767 0.0928
H -0.678 -0.867 2.990 0.1028
H -2.093 -0.514 0.580 0.1465
H -0.728 1.334 -1.117 0.1221
H -1.018 2.868 0.883 0.0784
H -2.752 2.537 0.878 0.0825
H -2.022 3.388 -0.440 0.0853
H -3.115 1.699 -1.997 0.1187
H -3.739 0.704 -0.750 0.1385
H -1.848 -0.255 -2.674 0.0319
O 0.471 -2.186 -1.694 -0.0553
H 0.323 -2.372 -2.621 0.0640
H 0.890 -1.280 -1.652 0.0372
O 0.318 -4.315 0.514 -0.0755
H 0.755 -3.795 -0.172 0.0027
H -0.621 -4.181 0.320 -0.0009
O -0.686 2.298 3.660 -0.0667
H -1.028 1.800 2.913 -0.0097
H 0.281 2.268 3.535 -0.0093
O 1.445 0.415 -1.760 -0.1042
H 1.146 0.724 -0.843 0.0473
H 2.411 0.210 -1.752 0.0337
O 3.318 -0.139 1.335 -0.0404
H 2.408 0.138 1.176 -0.0084
H 3.579 0.393 2.095 0.0620
O -0.409 -0.133 -3.639 -0.0570
H 0.313 0.160 -3.034 0.0103
H -0.457 0.613 -4.243 0.0686
O 4.025 -0.197 -1.261 -0.0559
H 3.868 -0.155 -0.296 0.0040
H 4.305 -1.104 -1.416 0.0646
O -1.814 -2.842 -0.406 -0.0918
H -1.024 -2.525 -0.923 0.0024
H -2.556 -2.576 -0.956 0.0387
O 1.936 2.084 2.880 -0.0485
H 2.215 2.971 2.628 0.0754
H 1.554 1.621 2.115 -0.0002
```

Computed properties:
structure (SMILES)	CC(=O)N[C@H](C)CO.O.O.O.O.O.O.O.O.O
molar mass	279.28	g mol⁻¹
HOMO-LUMO gap	10.86	eV
LUMO energy	0.25	eV
HOMO level	-10.6	eV



*C*
Molecular formula: C5H29NO11
Method: DFT, ωB97M-V with the def2-TZVPD basis set

```
46
Properties=species:S:1:pos:R:3:lowdin_charge:R:1
C 1.796 0.185 -1.409 -0.0084
N 1.429 0.851 -0.080 -0.0793
C 1.799 0.007 1.078 -0.1624
C 0.949 0.587 2.270 -0.1253
C -0.308 1.278 1.683 -0.0694
C -0.355 1.122 0.133 -0.6361
O -0.783 1.800 -0.748 0.0060
O -0.752 -0.241 -0.042 -0.0462
H 1.348 0.656 -2.342 0.0881
H 2.936 0.311 -1.534 0.1219
H 1.445 -0.859 -1.387 0.0755
H 1.785 1.811 0.032 0.1386
H 2.856 0.059 1.231 0.1127
H 1.676 -1.060 0.826 0.0917
H 1.563 1.190 2.946 0.1033
H 0.660 -0.410 2.921 0.1238
H -1.244 1.118 2.249 0.1268
H 0.011 2.383 1.731 0.1132
H -0.654 -0.772 -0.904 0.0904
O 1.784 -2.574 2.325 -0.0333
H 1.193 -2.584 3.105 0.0184
H 1.509 -3.166 1.710 -0.0403
O 0.133 -3.524 -0.208 -0.0381
H -0.488 -3.007 0.421 0.0757
H -0.114 -3.369 -1.055 -0.0909
O 0.938 4.394 1.001 -0.1198
H 0.237 5.027 0.573 0.1037
H 1.460 4.202 0.186 0.0051
O -3.352 0.424 -1.991 -0.0149
H -2.699 0.465 -1.340 -0.0195
H -4.081 0.941 -1.631 0.0796
O 1.194 3.361 -1.568 -0.0481
H 0.473 2.769 -1.522 -0.0372
H 1.546 3.139 -2.450 0.0742
O -1.151 0.635 -3.477 -0.0658
H -0.750 1.177 -2.826 -0.0372
H -2.101 0.699 -3.201 0.0236
O -0.521 -2.543 -2.628 -0.1226
H -0.478 -1.530 -2.581 0.0343
H -0.132 -2.759 -3.594 0.1472
O -0.308 -2.148 3.908 0.0784
H -0.960 -1.905 3.263 0.0770
H -0.662 -2.111 4.639 -0.0760
O -3.205 -2.104 0.418 -0.0521
H -2.262 -1.880 0.392 -0.0137
H -3.358 -2.045 -0.527 0.0273
```

Computed properties:
structure (SMILES)	C[N@@H+]1CCC[C@]1([O-])O.O.O.O.O.O.O.O.O.O
molar mass	279.28	g mol⁻¹
HOMO-LUMO gap	10.07	eV
LUMO energy	0.21	eV
HOMO level	-9.9	eV



So which one is most stable? That would be *B*, about 2.624 eV below the next structure.



*A*
Molecular formula: C4H8
Method: DFT, ωB97M-V with the def2-TZVPD basis set

```
12
Properties=species:S:1:pos:R:3:lowdin_charge:R:1
C 1.736 -0.128 -0.410 0.2072
C 2.763 -1.013 -0.397 0.2036
H 1.105 0.087 -1.152 0.0567
H 1.319 0.297 0.675 0.1964
H 2.587 -1.937 -0.987 0.1379
H 3.657 -1.095 0.280 0.1448
C -2.512 1.088 -0.002 -0.0960
C -1.954 0.222 0.864 -0.1222
H -2.476 2.167 -0.152 0.0424
H -2.953 0.660 -1.058 0.1093
H -1.045 0.541 1.471 0.0463
H -2.226 -0.888 0.869 0.0737
```

Computed properties:
molar mass	56.11	g mol⁻¹
HOMO-LUMO gap (spin up / spin down)	6.49 / 3.38	eV
LUMO energy (spin up / spin down)	-6.62 / -9.58	eV
multiplicity	2
net charge	+1
HOMO level (spin up / spin down)	-13.1 / -13.0	eV



*B*
Molecular formula: C4H8
Method: DFT, ωB97M-V with the def2-TZVPD basis set

```
12
Properties=species:S:1:pos:R:3:lowdin_charge:R:1
C 0.518 -0.451 0.067 0.0156
C -0.524 0.484 -0.080 0.0234
C -1.894 0.208 0.310 -0.0310
C 1.867 -0.213 -0.369 -0.0336
H 0.309 -1.421 0.515 0.1490
H -0.346 1.472 -0.496 0.1473
H -2.060 0.729 1.266 0.1383
H -2.600 0.600 -0.421 0.1157
H -2.062 -0.851 0.515 0.1041
H 2.021 0.716 -0.924 0.1088
H 2.241 -1.092 -0.900 0.1230
H 2.530 -0.180 0.515 0.1394
```

Computed properties:
molar mass	56.11	g mol⁻¹
HOMO-LUMO gap (spin up / spin down)	11.20 / 9.86	eV
LUMO energy (spin up / spin down)	-4.83 / -8.53	eV
multiplicity	2
net charge	+1
HOMO level (spin up / spin down)	-16.0 / -18.4	eV



So which one is most stable? That would be *B*, about 4.135 eV below the next structure.



*A*
Molecular formula: C4H15N2O2
Method: DFT, ωB97M-V with the def2-TZVPD basis set

```
23
Properties=species:S:1:pos:R:3:lowdin_charge:R:1
N 0.894 -0.281 1.641 0.1440
C -0.123 0.184 0.792 -0.4204
C -0.005 1.735 0.418 0.0093
O 2.902 0.715 -1.042 -0.1019
C 0.088 -0.087 -0.599 0.2582
N -2.678 0.267 -0.386 0.1783
C -2.963 -1.094 -0.471 -0.1380
H 1.688 -0.899 1.183 0.0622
H 3.699 0.894 -1.527 0.0302
H 1.220 0.407 2.295 0.1125
H -1.110 -0.067 1.238 0.1534
H -0.882 2.090 -0.089 0.0744
H 0.926 2.043 -0.086 0.1085
H 0.025 2.292 1.355 0.1223
H 0.920 -0.753 -0.891 0.1008
H -0.531 0.248 -1.402 0.1030
H -3.558 0.786 -0.661 0.1275
H -2.777 -1.468 -1.499 0.1591
H -3.970 -1.357 -0.162 0.1102
H -2.318 -1.685 0.183 0.0972
H 3.101 -2.234 0.273 0.0014
H 2.947 -0.215 -0.662 -0.0247
O 2.504 -1.521 0.097 -0.2672
```

Computed properties:
molar mass	123.18	g mol⁻¹
HOMO-LUMO gap	3.26	eV
LUMO energy	-9.17	eV
net charge	+1
HOMO level	-12.4	eV



*B*
Molecular formula: C4H15N2O2
Method: DFT, ωB97M-V with the def2-TZVPD basis set

```
23
Properties=species:S:1:pos:R:3:lowdin_charge:R:1
C -1.665 0.251 0.014 -0.1796
O -2.261 -1.032 0.245 -0.0726
C -0.212 0.270 0.452 -0.2283
C 0.585 1.351 -0.316 -0.1840
C 1.767 2.060 0.422 -0.1917
N 2.516 1.089 1.324 0.0172
N 0.704 -1.012 0.076 0.1701
H -1.696 0.367 -1.127 0.1593
H -2.165 0.858 0.654 0.1060
H -2.855 -1.144 0.964 0.0943
H -0.134 0.333 1.604 0.1793
H 0.840 1.076 -1.454 0.1685
H -0.162 2.175 -0.545 0.1302
H 2.421 2.413 -0.443 0.1262
H 1.565 2.962 1.064 0.1316
H 3.271 0.574 1.061 0.0311
H 2.539 1.350 2.249 0.0428
H 1.681 -0.983 0.701 0.2116
H 1.087 -0.892 -0.801 0.0804
H 0.200 -1.980 0.362 0.2160
H -1.490 -2.818 -1.332 -0.0536
H -1.964 -1.567 -1.762 0.0859
O -1.305 -2.326 -2.048 -0.0404
```

Computed properties:
molar mass	123.18	g mol⁻¹
HOMO-LUMO gap	10.18	eV
LUMO energy	-3.25	eV
net charge	+1
HOMO level	-13.4	eV



*C*
Molecular formula: C4H15N2O2
Method: DFT, ωB97M-V with the def2-TZVPD basis set

```
23
Properties=species:S:1:pos:R:3:lowdin_charge:R:1
C -0.926 1.166 -1.170 -0.1328
O -2.160 0.388 -1.300 -0.0901
C -0.409 0.754 0.276 -0.2626
C 1.057 1.282 0.291 -0.1603
C 2.048 0.470 1.215 -0.1754
N 2.295 -0.887 0.498 -0.0431
N -0.363 -0.739 0.526 0.1355
H -0.324 0.795 -1.979 0.1133
H -1.033 2.344 -1.131 0.1771
H -2.904 0.743 -1.750 0.0812
H -0.940 1.238 1.093 0.1520
H 1.431 1.461 -0.740 0.1218
H 1.010 2.285 0.598 0.0949
H 2.981 0.966 1.369 0.0910
H 1.650 0.375 2.282 0.1349
H 2.681 -0.796 -0.515 0.1333
H 3.012 -1.399 0.975 0.0655
H 0.563 -1.223 0.055 0.1856
H -1.250 -1.170 0.103 0.0888
H -0.582 -0.909 1.557 0.1914
H -3.115 -1.749 -0.804 0.1146
H -2.387 -3.075 -0.937 -0.0194
O -2.334 -2.318 -0.514 0.0026
```

Computed properties:
molar mass	123.18	g mol⁻¹
HOMO-LUMO gap	11.08	eV
LUMO energy	-2.73	eV
net charge	+1
HOMO level	-13.8	eV



*D*
Molecular formula: C4H15N2O2
Method: DFT, ωB97M-V with the def2-TZVPD basis set

```
23
Properties=species:S:1:pos:R:3:lowdin_charge:R:1
C 2.593 1.779 1.710 -0.1008
C 1.331 0.927 1.788 -0.2378
C 0.970 -0.063 0.722 -0.3481
C 0.397 0.451 -0.415 -0.0607
N -0.612 -0.183 -1.305 0.1005
N 0.955 -1.388 1.023 0.1259
H 2.666 2.295 0.697 0.0969
H 3.465 1.085 1.714 0.0751
H 2.564 2.296 2.759 0.1195
H 0.427 1.635 1.755 0.1397
H 1.333 0.323 2.722 0.1239
H 0.420 1.479 -0.599 0.0934
H -0.191 -0.951 -1.825 0.1272
H -1.467 -0.546 -0.827 0.1072
H -1.099 0.381 -2.045 0.1661
H 0.406 -1.977 0.372 0.1121
H 1.703 -1.774 1.587 0.1223
H -3.598 1.146 -1.672 0.1167
H -3.655 0.061 -0.426 0.1205
O -3.027 0.545 -1.076 -0.1137
H -1.435 -3.070 -1.899 -0.0162
H -2.450 -2.218 -2.754 0.1724
O -1.697 -2.233 -2.004 -0.0419
```

Computed properties:
molar mass	123.18	g mol⁻¹
HOMO-LUMO gap	8.70	eV
LUMO energy	-3.23	eV
net charge	+1
HOMO level	-11.9	eV



So which one is most stable? That would be *C*, about 0.593 eV below the next structure.



*A*
Molecular formula: C4H5N3S
Method: DFT, ωB97M-V with the def2-TZVPD basis set

```
13
Properties=species:S:1:pos:R:3:lowdin_charge:R:1
C -0.811 1.914 0.020 -0.0584
N -0.027 0.647 0.024 -0.1544
N 1.310 0.771 -0.044 0.0682
N 2.100 -0.297 -0.193 0.0420
C 1.510 -1.488 -0.025 -0.1853
C 0.219 -1.694 0.175 -0.1374
C -0.709 -0.591 0.170 -0.7209
S -2.370 -0.889 -0.137 0.5704
H -0.075 2.777 0.108 0.0976
H -1.462 2.195 -0.930 0.1279
H -1.414 1.885 0.908 0.0632
H 2.007 -2.503 -0.382 0.1543
H -0.277 -2.728 0.304 0.1328
```

Computed properties:
structure (SMILES)	Cn1nnccc1=S
molar mass	127.17	g mol⁻¹
HOMO-LUMO gap	8.00	eV
LUMO energy	-0.62	eV
HOMO level	-8.6	eV



*B*
Molecular formula: C4H5N3S
Method: DFT, ωB97M-V with the def2-TZVPD basis set

```
13
Properties=species:S:1:pos:R:3:lowdin_charge:R:1
C -2.898 -0.275 0.505 -0.2821
C 0.441 -0.741 1.103 -0.1885
C 0.525 -1.685 -0.046 -0.5099
C -1.585 -0.510 0.449 -0.6227
N -3.962 0.132 0.298 0.1798
N -0.643 -0.096 1.227 0.0548
N -1.075 1.859 -0.949 0.1473
S -1.005 -1.637 -0.867 0.9543
H 1.267 -0.811 1.809 0.1211
H 1.354 -1.382 -0.709 0.0874
H 0.670 -2.794 0.251 0.1088
H -2.067 2.022 -0.890 -0.0184
H -0.430 2.606 -0.908 -0.0319
```

Computed properties:
molar mass	127.17	g mol⁻¹
HOMO-LUMO gap (spin up / spin down)	8.54 / 6.94	eV
LUMO energy (spin up / spin down)	-1.12 / -0.72	eV
HOMO level (spin up / spin down)	-9.7 / -7.7	eV



So which one is most stable? That would be *A*, about 1.661 eV below the next structure.



*A*
Molecular formula: C4H5N3S
Method: DFT, ωB97M-V with the def2-TZVPD basis set

```
13
Properties=species:S:1:pos:R:3:lowdin_charge:R:1
C 2.129 -0.184 0.293 -0.1252
C 0.736 -0.095 -0.120 -0.6850
N 0.021 -1.229 0.094 0.0673
C -1.215 -1.191 -0.645 -0.2728
N -2.223 -0.527 -0.363 -0.0344
N -2.242 0.368 0.563 -0.0423
C -1.379 1.339 0.510 -0.3690
S 0.008 1.451 -0.747 0.8888
H 2.345 -1.287 0.146 0.0924
H 2.231 0.277 1.475 0.1672
H 2.579 0.567 -0.499 0.0982
H -1.384 -1.792 -1.664 0.1555
H -1.605 2.303 0.957 0.0592
```

Computed properties:
structure (SMILES)	CC1=NC=NN=CS1
molar mass	127.17	g mol⁻¹
HOMO-LUMO gap	9.49	eV
LUMO energy	0.20	eV
HOMO level	-9.3	eV



*B*
Molecular formula: C4H5N3S
Method: DFT, ωB97M-V with the def2-TZVPD basis set

```
13
Properties=species:S:1:pos:R:3:lowdin_charge:R:1
C 0.047 -0.752 -1.598 -0.0736
C -0.219 -0.131 -0.170 -0.2512
N 0.542 0.671 0.505 0.1057
N 0.174 0.763 1.781 -0.0038
C -0.926 0.265 2.348 -0.1295
N -1.808 -0.350 1.624 0.0352
C -1.615 -0.571 0.347 -0.7966
S -2.744 -1.351 -0.598 0.6569
H -0.633 -1.584 -1.720 -0.0088
H 1.163 -0.914 -1.524 0.0828
H 0.049 0.059 -2.394 0.0987
H 0.688 1.460 2.277 0.1414
H -1.012 0.338 3.445 0.1427
```

Computed properties:
structure (SMILES)	Cc1n[nH]cnc1=S
molar mass	127.17	g mol⁻¹
HOMO-LUMO gap	8.00	eV
LUMO energy	-0.22	eV
HOMO level	-8.2	eV



So which one is most stable? That would be *B*, about 2.025 eV below the next structure.



*A*
Molecular formula: C10H15N
Method: DFT, ωB97M-V with the def2-TZVPD basis set

```
26
Properties=species:S:1:pos:R:3:lowdin_charge:R:1
C -4.307 1.352 0.217 -0.0898
C -3.121 0.978 -0.363 -0.1248
C -2.661 -0.345 -0.630 -0.1405
N -3.391 -1.382 -0.221 0.0431
C -4.582 -1.083 0.301 -0.1707
C -5.146 0.197 0.415 -0.0715
H -4.644 2.491 0.378 0.1523
H -2.367 1.791 -0.741 0.1255
H -1.670 -0.431 -0.965 0.0818
H -5.076 -1.991 0.653 0.1023
H -6.089 0.463 0.891 0.0923
C 3.834 1.004 -0.811 -0.2341
C 3.842 -0.553 -1.138 -0.1604
C 4.356 -1.209 0.170 -0.2375
C 4.104 -0.275 1.321 -0.2676
C 4.075 1.121 0.709 -0.2107
H 4.594 1.597 -1.344 0.0804
H 2.889 1.735 -1.027 0.1301
H 4.463 -0.739 -1.921 0.0590
H 2.837 -0.792 -1.423 0.0922
H 5.447 -1.425 0.048 0.1109
H 3.961 -2.274 0.264 0.1214
H 4.947 -0.317 2.068 0.1083
H 3.102 -0.655 1.876 0.1433
H 5.285 1.095 0.394 0.1590
H 3.705 2.007 1.247 0.1058
```

Computed properties:
structure (SMILES)	c1ccncc1.C1CCCC1
molar mass	149.24	g mol⁻¹
HOMO-LUMO gap	10.26	eV
LUMO energy	0.76	eV
HOMO level	-9.5	eV



*B*
Molecular formula: C10H15N
Method: DFT, ωB97M-V with the def2-TZVPD basis set

```
26
Properties=species:S:1:pos:R:3:lowdin_charge:R:1
C 2.016 0.877 0.662 -0.0936
C 1.444 -0.381 0.389 -0.1354
C 2.175 -1.327 -0.300 -0.1258
N 3.472 -1.116 -0.718 0.0550
C 3.991 0.126 -0.357 -0.1241
C 3.313 1.085 0.401 -0.0902
H 1.451 1.532 1.271 0.1061
H 0.456 -0.601 0.677 -0.0180
H 1.898 -2.411 -0.313 0.1187
H 4.993 0.340 -0.647 0.0844
H 3.810 2.047 0.602 0.1136
C -0.721 0.383 -0.395 -0.2164
C -1.154 -0.762 0.602 -0.2053
C -2.671 -0.668 0.717 -0.2069
C -3.081 -0.017 -0.578 -0.2309
C -2.013 1.036 -0.795 -0.2221
H 0.006 1.125 0.005 0.0895
H -0.280 -0.034 -1.340 0.1386
H -0.675 -0.586 1.555 0.1107
H -0.878 -1.747 0.195 0.1312
H -3.025 -0.081 1.568 0.1113
H -3.164 -1.667 0.813 0.1186
H -4.101 0.374 -0.538 0.1069
H -3.013 -0.815 -1.391 0.1353
H -2.277 1.951 -0.198 0.1243
H -1.973 1.339 -1.888 0.1245
```

Computed properties:
structure (SMILES)	c1ccncc1.C1CCCC1
molar mass	149.24	g mol⁻¹
HOMO-LUMO gap	9.97	eV
LUMO energy	0.77	eV
HOMO level	-9.2	eV



So which one is most stable? That would be *B*, about 0.627 eV below the next structure.